# 1
2 unconnected molecules or ions with the total composition C2H8, computed with ωB97M-V/def2-TZVPD.

```
10
Properties=species:S:1:pos:R:3:lowdin_charge:R:1
C 12.61 2.53 -6.23 -0.07
H 12.11 3.39 -5.75 0.02
H 8.51 2.12 -6.22 0.02
C 9.14 2.36 -7.09 -0.06
H 9.74 3.26 -6.88 0.01
H 12.42 1.63 -5.62 0.02
H 8.50 2.55 -7.96 0.02
H 13.69 2.72 -6.29 0.02
H 9.81 1.51 -7.31 0.01
H 12.20 2.39 -7.24 0.01
```

Output
**Molar mass**: 32.086 g/mol
**2S+1**: 1
**E_HOMO**: -12.9923 eV
**Energy above the lowest of the compared OMol25 structures with the same formula, charge and spin**: 0.010 eV
**LUMO level**: 1.15 eV
**Total energy**: -80.9817 a.u.
**HOMO-LUMO gap**: 14.15 eV

# 2
C2H8BN in the gas phase in a non-equilibrium geometry, computed with ωB97M-V/def2-TZVPD.

```
12
Properties=species:S:1:pos:R:3:lowdin_charge:R:1
B -1.43 -0.02 -0.71 -0.13
H 0.99 -0.75 -1.59 0.10
H 0.78 -1.84 0.01 0.09
C 0.12 0.85 1.02 -0.10
H -2.34 0.67 -0.35 0.04
H 1.23 0.69 1.25 0.10
H -1.33 -0.86 -1.52 0.04
N -0.20 0.00 -0.07 -0.28
H -0.02 1.83 0.57 0.08
H -0.41 0.71 1.98 0.09
C 0.84 -0.88 -0.49 -0.12
H 1.78 -0.40 -0.10 0.08
```

Output
**Molar mass**: 56.905 g/mol
**2S+1**: 1
**E_HOMO**: -9.4947 eV
**Energy above the lowest of the compared OMol25 structures with the same formula, charge and spin**: 1.630 eV
**LUMO level**: 0.86 eV
**Total energy**: -160.5785 a.u.
**HOMO-LUMO gap**: 10.36 eV

# 3
C2H8BNO2 in the gas phase in a non-equilibrium geometry, computed with ωB97M-V/def2-TZVPD.

```
14
Properties=species:S:1:pos:R:3:lowdin_charge:R:1
H 0.82 2.06 -0.83 0.07
C 1.18 1.03 -0.76 -0.05
B -0.12 -1.13 -0.07 -0.84
O -1.25 -1.51 0.64 0.17
H 2.14 0.96 -0.15 0.10
H 0.44 -2.90 -0.18 0.10
H -1.00 -2.30 1.05 0.06
O 0.67 -2.08 -0.60 0.20
H -0.50 2.07 0.74 0.08
H -1.84 1.24 -0.05 0.12
N 0.15 0.24 -0.04 -0.08
H -1.34 0.70 1.43 0.06
H 1.52 0.55 -1.76 0.11
C -0.87 1.07 0.57 -0.09
```

Output
**Molar mass**: 88.903 g/mol
**2S+1**: 1
**E_HOMO**: -8.7567 eV
**Energy above the lowest of the compared OMol25 structures with the same formula, charge and spin**: 0.115 eV
**LUMO level**: 0.42 eV
**Total energy**: -311.1858 a.u.
**HOMO-LUMO gap**: 9.17 eV

# 4
A molecular structure, C2H8BrO2Sr in a non-equilibrium geometry, computed with ωB97M-V/def2-TZVPD.

```
14
Properties=species:S:1:pos:R:3:lowdin_charge:R:1
H 2.30 -0.70 2.25 0.07
H 0.62 -0.17 2.03 0.07
H -1.34 2.44 -1.52 0.07
Sr 1.89 -1.73 -4.74 0.70
H 0.88 -1.50 0.41 -0.06
C 1.26 -1.01 2.29 -0.16
C -1.65 1.89 -0.62 -0.18
O 1.02 -1.94 1.24 -0.16
Br 0.63 -1.06 -2.12 -0.28
H -0.78 1.89 0.04 0.06
H -1.31 0.09 -1.41 -0.11
H -2.45 2.48 -0.18 0.08
H 0.96 -1.26 3.31 0.08
O -2.02 0.57 -0.98 -0.17
```

Output
**⟨S²⟩**: 0.7504
**Molar mass**: 231.608 g/mol
**2S+1**: 2
**E_HOMO (alpha / beta)**: -6.1847 / -9.5306 eV
**LUMO level (alpha / beta)**: -0.44 / -0.96 eV
**Total energy**: -2836.1563 a.u.
**HOMO-LUMO gap (alpha / beta)**: 5.74 / 8.57 eV

# 5
2 unconnected molecules or ions with the total composition C2H8Cl2N3OP in a non-equilibrium geometry, computed with ωB97M-V/def2-TZVPD.

```
17
Properties=species:S:1:pos:R:3:lowdin_charge:R:1
H 4.35 -0.71 0.02 0.06
H 0.11 -1.36 0.36 0.04
C -2.14 1.26 -0.90 -0.12
H -2.91 2.02 -1.04 0.08
H -1.94 0.80 -1.87 0.08
N 3.52 -0.57 0.58 -0.09
Cl -4.10 -0.57 -0.44 0.61
O 2.19 -1.54 -1.45 -0.34
Cl 1.75 1.27 -0.91 0.29
N 0.95 -1.02 0.81 -0.09
P 2.12 -0.65 -0.31 0.05
H -1.23 1.73 -0.53 0.05
N -2.01 -0.02 1.12 0.09
H 3.62 0.18 1.26 0.05
C -2.60 0.24 0.06 -0.85
H 0.73 -0.33 1.51 0.04
H -2.41 -0.73 1.72 0.06
```

Output
**Molar mass**: 191.986 g/mol
**2S+1**: 1
**E_HOMO**: -10.4990 eV
**Energy above the lowest of the compared OMol25 structures with the same formula, charge and spin**: 0.000 eV
**LUMO level**: 0.61 eV
**Total energy**: -1582.3642 a.u.
**HOMO-LUMO gap**: 11.10 eV

# 6
2 unconnected molecules or ions with the total composition C2H8Cl2NSi in a non-equilibrium geometry, computed with ωB97M-V/def2-TZVPD.

```
14
Properties=species:S:1:pos:R:3:lowdin_charge:R:1
H 1.12 -0.28 -1.92 0.05
Cl 4.04 1.55 0.37 0.50
H -1.85 0.78 -0.46 0.08
H -1.24 0.99 1.04 0.08
Cl 3.67 -1.75 -0.03 0.50
H -3.26 -0.23 1.28 0.08
H 0.41 0.16 -0.38 0.02
Si 2.97 0.05 -0.30 -0.03
C -2.37 -0.69 0.85 -0.16
H -1.88 -1.28 1.62 0.07
N -1.41 0.30 0.32 -0.09
C 1.29 0.36 -1.05 -0.22
H -2.67 -1.35 0.04 0.07
H 1.18 1.39 -1.38 0.05
```

Output
**Molar mass**: 145.085 g/mol
**2S+1**: 1
**E_HOMO**: -13.0520 eV
**Charge**: +1
**Energy above the lowest of the compared OMol25 structures with the same formula, charge and spin**: 1.048 eV
**LUMO level**: -5.50 eV
**Total energy**: -1345.4293 a.u.
**HOMO-LUMO gap**: 7.55 eV

The lowest total energy belongs to which entry? C2H8BrO2Sr

Which value of 2S+1 does entry 3 give? 1